# 1
DFT (ωB97M-V/def2-TZVPD) results for C21H47AgN5O17S3 as an isolated structure.

Values from the calculation:
LUMO level = -1.928 eV
net charge = +1
highest occupied orbital energy = -11.270 eV

Each line ends with the Mulliken charge.
Atoms and positions in Å:
Ag -1.125 -1.183 0.038  0.65
C 2.390 -0.341 5.250  -0.33
C 1.545 -1.217 4.397  0.38
O 0.735 -1.970 5.302  -0.33
S 1.076 -1.769 6.882  1.06
O 2.036 -2.745 7.295  -0.54
O -0.052 -1.604 7.764  -0.53
O 1.880 -0.365 6.642  -0.37
H 2.476 0.680 4.878  0.25
H 3.354 -0.850 5.281  0.39
H 2.200 -1.846 3.793  0.19
H 0.779 -0.849 3.715  -0.18
C 3.322 2.405 -2.704  -0.05
C 2.907 0.914 -2.860  0.20
O 4.118 0.225 -2.632  -0.38
S 5.225 1.043 -1.732  1.14
O 6.325 1.472 -2.626  -0.59
O 5.560 0.558 -0.408  -0.51
O 4.231 2.304 -1.623  -0.31
H 2.434 2.912 -2.327  -0.07
H 3.757 2.799 -3.623  0.38
H 2.430 0.715 -3.820  0.30
H 2.260 0.619 -2.034  -0.13
C 1.251 6.451 -1.045  -0.43
C 2.000 5.785 0.178  -0.23
O 1.265 4.543 0.302  -0.36
S -0.085 4.207 -0.633  1.27
O -1.374 4.505 0.041  -0.57
O 0.028 2.923 -1.316  -0.43
O 0.418 5.428 -1.624  -0.45
H 1.820 6.844 -1.887  0.29
H 0.573 7.257 -0.763  0.31
H 1.999 6.433 1.055  0.29
H 3.030 5.494 -0.029  0.28
C 1.943 1.603 1.224  -0.55
C 0.574 1.197 1.792  0.16
O 0.053 0.106 1.605  -0.31
N 0.107 2.178 2.518  0.03
C -1.070 1.951 3.436  -0.82
H 2.255 2.442 1.846  0.57
H 1.823 2.038 0.232  -0.29
H 2.658 0.784 1.136  0.13
H 0.588 3.067 2.511  0.14
H -0.589 1.557 4.332  0.29
H -1.777 1.311 2.909  0.18
H -1.624 2.831 3.764  0.35
C -3.626 -4.935 0.134  -1.21
C -3.354 -3.745 -0.683  0.60
O -2.185 -3.258 -0.813  -0.50
N -4.360 -3.291 -1.467  -0.18
C -4.201 -2.144 -2.389  -0.50
H -3.660 -4.740 1.206  0.30
H -2.956 -5.726 -0.204  0.25
H -4.616 -5.371 0.003  0.44
H -5.283 -3.535 -1.135  0.25
H -3.299 -2.168 -3.001  0.10
H -4.260 -1.389 -1.606  0.11
H -5.118 -2.071 -2.974  0.33
C -3.597 2.123 -1.397  -0.73
C -3.774 1.376 -0.118  0.48
O -2.983 0.404 0.120  -0.48
N -4.868 1.709 0.616  -0.14
C -5.162 1.198 1.909  -0.81
H -3.555 1.462 -2.263  0.06
H -2.825 2.893 -1.402  0.00
H -4.445 2.740 -1.694  0.51
H -5.362 2.513 0.258  0.23
H -4.828 0.165 2.001  0.24
H -6.200 1.147 2.238  0.33
H -4.594 1.790 2.627  0.28
C -0.783 0.243 -4.246  -1.36
C -0.380 -0.908 -3.412  0.45
O -0.243 -0.862 -2.129  0.36
N -0.161 -2.018 -4.103  -0.12
C 0.342 -3.289 -3.489  -0.75
H -0.907 1.117 -3.606  0.07
H -1.803 0.081 -4.594  0.42
H -0.155 0.461 -5.109  0.41
H -0.272 -2.019 -5.107  0.21
H -0.239 -4.143 -3.836  0.36
H 0.197 -3.297 -2.409  0.02
H 1.398 -3.415 -3.732  0.35
C 3.531 -2.205 -0.546  -0.87
C 2.136 -2.719 -0.127  0.38
O 1.188 -1.995 0.170  -0.19
N 2.056 -4.063 -0.033  -0.11
C 0.953 -4.839 0.393  -1.01
H 4.263 -3.012 -0.527  0.49
H 3.947 -1.498 0.173  0.25
H 3.464 -1.622 -1.465  0.00
H 2.880 -4.596 -0.269  0.27
H -0.046 -4.411 0.476  0.21
H 1.185 -5.264 1.370  0.39
H 0.833 -5.718 -0.242  0.34

***

# 2
DFT (ωB97M-V/def2-TZVPD) results for C21H47Ca2N2O5 as an isolated structure.

Values from the calculation:
LUMO level = -12.118 eV
net charge = +3
highest occupied orbital energy = -13.456 eV

Each line ends with the Mulliken charge.
Atoms and positions in Å:
Ca 4.414 0.328 -1.536  1.60
Ca 0.979 2.218 2.487  1.63
O -1.146 2.530 -3.030  -0.36
C -0.497 2.301 -1.886  0.79
O 0.603 1.669 -1.942  -0.85
O -0.835 2.636 -0.772  -0.61
H -0.339 2.188 -3.421  0.26
C -4.496 -2.984 -5.951  -0.41
C -4.679 -1.683 -5.194  -0.57
C -5.026 -2.216 -3.803  -0.36
O -5.824 -3.384 -3.994  -0.38
C -5.477 -3.951 -5.338  -0.44
H -3.513 -3.388 -5.710  0.21
H -4.747 -2.889 -7.007  0.31
H -5.470 -1.045 -5.589  0.29
H -3.853 -0.972 -5.181  0.30
H -5.612 -1.517 -3.207  0.31
H -4.065 -2.549 -3.412  0.23
H -6.444 -3.898 -5.837  0.28
H -5.107 -4.976 -5.374  0.28
C 0.955 8.170 4.071  -0.51
C 0.947 8.439 2.567  -0.63
C 0.322 7.186 1.955  -0.38
O 0.659 6.176 2.880  -0.34
C 1.390 6.752 3.998  -0.53
H -0.058 8.171 4.475  0.28
H 1.642 8.775 4.664  0.34
H 1.962 8.471 2.169  0.26
H 0.479 9.405 2.378  0.34
H 0.773 6.888 1.009  0.28
H -0.760 7.317 1.958  0.28
H 2.457 6.626 3.815  0.33
H 1.248 6.268 4.965  0.32
C 4.257 -4.552 -4.904  -1.10
C 4.390 -3.241 -4.048  -0.65
N 3.183 -2.758 -3.297  0.06
C 2.846 -3.649 -2.138  -0.51
C 4.054 -3.908 -1.201  -1.00
C 1.977 -2.705 -4.189  -0.63
C 1.933 -1.662 -5.330  -1.13
H 4.311 -5.430 -4.261  0.33
H 5.153 -4.568 -5.523  0.39
H 3.351 -4.718 -5.487  0.29
H 5.230 -3.263 -3.354  0.48
H 4.693 -2.470 -4.756  0.40
H 2.044 -3.080 -1.667  0.44
H 2.408 -4.613 -2.395  0.30
H 3.611 -4.030 -0.212  0.38
H 4.531 -4.865 -1.409  0.30
H 4.712 -3.041 -1.142  0.15
H 1.095 -2.559 -3.564  0.50
H 1.794 -3.702 -4.590  0.31
H 1.006 -1.657 -5.903  0.41
H 2.675 -1.990 -6.058  0.31
H 2.229 -0.677 -4.970  0.20
C -1.310 -1.646 3.061  -1.19
C -0.614 -1.406 4.335  -0.51
N -0.719 -0.052 4.843  0.21
C 0.149 0.138 6.016  -0.78
C -0.226 -0.677 7.293  -1.16
C -2.047 0.521 5.085  -0.39
C -2.094 2.003 5.495  -1.13
H -1.001 -0.921 2.308  0.23
H -2.391 -1.508 3.100  0.32
H -1.124 -2.626 2.623  0.39
H -0.752 -2.151 5.118  0.35
H 0.433 -1.672 4.184  0.38
H 1.190 -0.046 5.752  0.43
H 0.240 1.208 6.202  0.44
H -1.259 -0.657 7.639  0.28
H 0.126 -1.689 7.096  0.36
H 0.396 -0.386 8.139  0.41
H -2.540 -0.174 5.765  0.35
H -2.584 0.493 4.137  0.33
H -1.485 2.147 6.388  0.32
H -3.083 2.388 5.744  0.36
H -1.670 2.788 4.868  0.23

***

# 3
DFT (ωB97M-V/def2-TZVPD) results for C21H47GeN5OS2Se2Si3Tc as an isolated structure.

Values from the calculation:
LUMO level (spin up / spin down) = -5.573 / -7.392 eV
net charge = +2
2S+1 = 4
highest occupied orbital energy (spin up / spin down) = -12.781 / -12.655 eV
expectation value of S² = 3.82

Each line ends with the Mulliken spin population.
Atoms and positions in Å:
Tc 0.612 0.914 -0.340  2.30
O -0.941 1.123 1.071  0.03
N -0.639 1.268 2.362  0.04
C -1.638 1.458 3.246  0.00
C -1.390 1.601 4.586  0.00
C -0.073 1.556 5.053  0.00
C 0.935 1.335 4.148  0.00
C 0.650 1.203 2.784  0.01
S 1.910 1.021 1.643  0.01
H -2.632 1.491 2.823  0.00
H -2.210 1.747 5.269  0.00
H 0.144 1.704 6.099  0.00
H 1.970 1.261 4.441  0.00
C -5.193 2.786 -0.326  0.00
Se -3.413 2.268 0.268  0.00
C -3.099 0.869 -1.083  0.01
C -2.553 1.418 -2.386  0.01
Se -0.591 1.230 -2.518  0.02
C -0.271 2.978 -3.330  0.00
H -5.815 1.896 -0.375  0.00
H -5.146 3.273 -1.297  0.00
H -5.600 3.473 0.410  0.00
H -4.057 0.371 -1.231  0.00
H -2.392 0.162 -0.640  0.00
H -2.759 2.484 -2.502  0.00
H -2.973 0.888 -3.245  0.00
H -0.895 3.035 -4.221  0.00
H 0.773 3.053 -3.630  0.00
H -0.535 3.786 -2.649  0.00
C 1.861 6.291 0.022  0.00
C 2.483 5.122 -0.625  0.00
N 3.586 5.103 -1.292  0.00
N 3.783 3.832 -1.692  0.01
C 2.792 3.022 -1.277  0.01
S 2.632 1.391 -1.611  0.01
N 1.935 3.849 -0.595  0.01
N 0.763 3.430 0.014  -0.02
H 2.461 7.164 -0.213  0.00
H 1.831 6.178 1.108  0.00
H 0.840 6.442 -0.336  0.00
H 4.603 3.587 -2.228  0.00
H -0.055 3.903 -0.370  0.00
H 0.792 3.616 1.018  0.00
C 2.398 -4.566 1.308  0.02
Si 2.319 -2.660 1.260  0.16
C 1.968 -2.045 3.041  0.05
C 3.844 -1.877 0.418  0.06
Ge 0.385 -1.527 -0.305  0.06
Si -1.708 -2.641 0.751  0.09
C -3.249 -2.656 -0.384  0.03
C -1.155 -4.413 1.182  -0.01
C -2.220 -1.702 2.331  0.02
Si 0.703 -2.669 -2.576  0.06
C 1.072 -4.526 -2.390  0.00
C 2.189 -1.763 -3.355  0.00
C -0.898 -2.385 -3.579  0.01
H 3.417 -4.862 1.544  0.01
H 2.129 -5.046 0.373  0.00
H 1.761 -4.973 2.088  0.00
H 2.117 -2.850 3.755  0.01
H 0.952 -1.676 3.162  -0.01
H 2.651 -1.246 3.311  0.00
H 4.582 -1.601 1.167  0.01
H 3.582 -0.980 -0.140  -0.02
H 4.318 -2.582 -0.258  0.00
H -3.027 -2.504 -1.434  0.00
H -3.955 -1.891 -0.081  0.00
H -3.760 -3.611 -0.295  0.00
H -0.736 -4.938 0.331  0.00
H -2.003 -4.990 1.536  0.00
H -0.416 -4.413 1.974  0.00
H -2.517 -0.688 2.088  -0.01
H -1.434 -1.660 3.078  0.00
H -3.077 -2.190 2.789  0.00
H 1.938 -4.707 -1.765  0.00
H 1.295 -4.945 -3.367  0.00
H 0.234 -5.082 -1.988  0.00
H 3.110 -2.006 -2.835  0.00
H 2.059 -0.684 -3.314  0.00
H 2.317 -2.045 -4.396  0.00
H -1.758 -2.867 -3.125  0.00
H -0.794 -2.788 -4.583  0.00
H -1.114 -1.323 -3.668  0.00

***

Number 1: E_tot -3722.479633 a.u.. Number 2: E_tot -2668.028849 a.u.. Number 3: E_tot -9802.335348 a.u..